[1]
Formula: C39H32AsCdN7O2S
Source: the Open Molecules 2025 dataset
Level of theory: ωB97M-V with the def2-TZVPD basis set

For the LUMO energy, the calculation gives -0.8 eV. The net charge is 0. The energy above the lowest of the compared OMol25 structures with the same formula, charge and spin is 0.00 kJ/mol. The gap between HOMO and LUMO is 6.464 eV.

CARTESIAN COORDINATES (ANGSTROEM)
Cd 1.591062 1.820563 0.245482
C 3.879073 -2.524526 -0.433138
C 3.672027 -1.195732 -0.080095
N 2.550083 -0.811760 0.507422
C 1.625637 -1.737616 0.775987
C 1.857074 -3.067384 0.427074
N 2.971667 -3.456738 -0.179780
C 0.388967 -1.276044 1.458604
C -0.511051 -2.182579 2.004660
C -1.651909 -1.719812 2.647098
C -1.820242 -0.346777 2.751238
C -0.867050 0.500518 2.198187
N 0.200347 0.039958 1.545243
C -0.986842 1.967843 2.351730
C -2.214798 2.614054 2.455737
N -2.303177 3.925407 2.631648
C -1.165029 4.605218 2.660380
C 0.065667 3.972389 2.524972
N 0.153222 2.655932 2.394430
C -2.649843 -2.665583 3.187903
C -4.010825 -2.384388 3.107238
C -4.917302 -3.318232 3.583963
N -4.559657 -4.479491 4.122077
C -3.259820 -4.738785 4.213033
C -2.272817 -3.872355 3.769265
H 4.787105 -2.849096 -0.926243
H 4.397196 -0.413684 -0.270999
H 1.144598 -3.857242 0.632364
H -0.333397 -3.245842 1.935270
H -2.661283 0.066100 3.290951
H -3.151066 2.072791 2.379622
H -1.236918 5.678485 2.783875
H 0.996189 4.527772 2.514514
H -4.353773 -1.467322 2.647082
H -5.983882 -3.128277 3.532614
H -2.994451 -5.688560 4.664347
H -1.229029 -4.131674 3.889727
N 3.066427 1.298210 2.816997
C 4.526256 1.380406 2.719209
C 4.954644 2.545777 1.805999
C 3.884949 2.636571 0.726675
O 3.882299 1.778688 -0.195688
O 2.954829 3.472626 0.899964
H 2.680265 2.184690 3.119959
H 2.783220 0.590802 3.482589
H 4.872081 0.443640 2.277636
H 5.010360 1.490161 3.695983
H 5.931132 2.331796 1.376070
H 4.986942 3.485844 2.354238
S -0.359770 3.218607 -0.534042
C -0.453769 3.091773 -2.281990
C -0.793103 4.222592 -3.029897
C -0.930501 4.145148 -4.403958
C -0.712472 2.942222 -5.061996
C -0.380651 1.813425 -4.331647
C -0.271658 1.869155 -2.944891
As 0.209561 0.343707 -1.843000
C -1.573970 -0.345403 -1.426433
C -2.628182 0.529630 -1.172526
C -3.869522 0.043554 -0.786705
C -4.077460 -1.322350 -0.657421
C -3.030889 -2.200951 -0.894943
C -1.785326 -1.714298 -1.264162
C 0.779116 -0.856801 -3.284275
C 2.124332 -0.729578 -3.629952
C 2.666348 -1.475590 -4.664702
C 1.866660 -2.370287 -5.361406
C 0.526633 -2.501028 -5.027690
C -0.016878 -1.748664 -3.995331
H -0.950840 5.157306 -2.507759
H -1.205717 5.028525 -4.967017
H -0.809375 2.879594 -6.138269
H -0.214206 0.872351 -4.841289
H -2.475479 1.596801 -1.271374
H -4.677067 0.737985 -0.587776
H -5.050635 -1.703282 -0.372832
H -3.186781 -3.268398 -0.790960
H -0.966813 -2.404545 -1.442438
H 2.742231 -0.023357 -3.083577
H 3.709972 -1.356923 -4.928078
H 2.288269 -2.965468 -6.161124
H -0.102983 -3.186703 -5.580897
H -1.068231 -1.845495 -3.752755

Atoms 1-2, force components in eV/Å:
-0.79 -0.75 0.02
-0.06 -0.04 0.07



[2]
Formula: C39H32HfN12O2P
Source: the Open Molecules 2025 dataset
Level of theory: ωB97M-V with the def2-TZVPD basis set

For the LUMO energy, the calculation gives -3.9 eV. The net charge is +1. The energy above the lowest of the compared OMol25 structures with the same formula, charge and spin is 45.72 kJ/mol. The gap between HOMO and LUMO is 5.791 eV.

CARTESIAN COORDINATES (ANGSTROEM)
Hf -0.027185 0.681533 -0.317329
O -3.791486 6.430465 -1.845094
C -3.407535 5.631658 -2.705807
O -3.481204 5.541020 -3.929921
C -2.531946 4.460362 -2.047824
C -2.257402 3.305000 -2.739872
C -1.672181 2.221464 -2.091533
N -1.310143 2.309272 -0.778346
C -1.599918 3.457692 -0.087358
C -2.223155 4.520947 -0.693925
C -1.384566 3.494883 1.369245
C -1.294554 4.712459 2.048909
C -1.262198 4.716903 3.426707
C -1.322254 3.499897 4.095644
C -1.361995 2.346796 3.336657
N -1.375548 2.317635 2.004473
C -1.434535 0.935953 -2.768669
C -1.842470 0.757560 -4.043994
C -1.782959 -0.551390 -4.643249
C -1.178406 -1.547079 -4.000467
C -0.470795 -1.328934 -2.687781
N -0.886375 -0.088949 -1.988198
H -2.526070 3.276759 -3.784854
H -2.541661 5.397473 -0.146099
H -1.252978 5.636334 1.489937
H -1.207333 5.647071 3.976557
H -1.340830 3.449278 5.175800
H -1.400953 1.383137 3.838616
H -2.276049 1.567048 -4.606511
H -2.263856 -0.711211 -5.598666
H -1.135197 -2.543051 -4.415965
H 0.611168 -1.265555 -2.905850
C 2.388715 1.861593 4.699232
N 2.027246 2.027368 3.301380
C 2.340017 3.118138 2.539035
C 1.877561 2.861961 1.282992
N 1.283585 1.630574 1.274132
C 1.383965 1.143967 2.507787
P 0.911928 -0.551867 3.031843
C -0.792322 -0.703602 2.367227
N -1.183571 -0.437507 1.122564
C -2.489122 -0.827667 1.014827
C -2.889281 -1.343649 2.210809
N -1.811198 -1.275301 3.048356
C -1.787840 -1.696688 4.440660
C 1.719773 -1.320248 1.595158
N 1.448387 -1.065939 0.313550
C 2.277188 -1.883388 -0.410404
C 3.052271 -2.617526 0.434001
N 2.692368 -2.254543 1.698189
C 3.252501 -2.758922 2.943536
H 2.341260 2.825132 5.199921
H 3.401851 1.470227 4.786626
H 1.699336 1.175847 5.184654
H 2.858441 3.972113 2.940275
H 1.925077 3.478131 0.400082
H -3.045267 -0.699302 0.101328
H -3.833782 -1.760659 2.514595
H -2.774854 -2.053141 4.719030
H -1.523572 -0.861165 5.087602
H -1.070801 -2.501421 4.592364
H 2.250403 -1.918535 -1.484884
H 3.822223 -3.340154 0.225524
H 3.962155 -3.550020 2.722577
H 2.463591 -3.159793 3.576754
H 3.768278 -1.964014 3.479670
C -0.713635 -2.550475 -1.762980
C -0.366543 -3.870536 -2.412072
C 0.890172 -4.108010 -2.964994
C 1.158341 -5.292502 -3.633792
C 0.177516 -6.266394 -3.753303
C -1.070394 -6.050380 -3.188183
C -1.336113 -4.861793 -2.524465
H -0.142227 -2.425650 -0.841918
H -1.771194 -2.551047 -1.491064
H 1.669101 -3.355852 -2.916933
H 2.132730 -5.449172 -4.078020
H 0.376232 -7.182327 -4.293636
H -1.845186 -6.801417 -3.272711
H -2.320024 -4.699294 -2.098230
N 1.510026 1.449280 -1.535533
C 2.444418 0.885543 -1.978114
C 3.536526 0.212462 -2.415948
C 3.424884 -0.691338 -3.503408
N 3.292792 -1.484675 -4.328372
C 4.680922 0.215038 -1.574865
N 5.557678 0.196108 -0.827684

Atoms 1-2, force components in eV/Å:
-0.25 -0.14 0.22
-0.28 0.05 -0.11